Below is a molecular structure, C28H26N4O6RuS, with properties calculated with wB97M-V/def2-TZVPD.

Its calculated total energy is -2246.360994 Ha. The HOMO energy (spin up / spin down) is -4.9 / -5.4 eV. Its expectation value of S² is 0.755. Its relative energy (zero: lowest compared OMol25 entry of this formula, charge and spin) is 0.00 kcal/mol.

Structure (ORCA input):
```
! RIJCOSX wB97M-V def2-TZVPD def2/J DEFGRID3
* xyz -1 2
Ru 1.015 1.093 0.446
C 3.562 -0.191 3.300
C 3.330 -1.360 2.391
C 4.328 -2.313 2.202
C 4.118 -3.432 1.413
C 2.875 -3.628 0.834
C 1.852 -2.702 1.004
C 0.495 -2.998 0.426
C 2.101 -1.534 1.744
N 1.109 -0.512 1.782
C -0.065 -0.839 2.365
O -0.279 -1.733 3.179
C -1.213 -0.012 1.847
C -2.489 0.022 2.374
C -3.431 0.850 1.777
C -3.083 1.628 0.681
C -1.790 1.539 0.198
N -0.920 0.703 0.762
C -1.239 2.303 -0.978
O -1.987 3.002 -1.653
N 0.076 2.045 -1.184
C 0.580 2.266 -2.494
C -0.027 1.646 -3.603
C -1.308 0.858 -3.517
C 0.560 1.775 -4.858
C 1.717 2.511 -5.040
C 2.284 3.152 -3.951
C 1.727 3.053 -2.681
C 2.338 3.813 -1.544
H 4.438 -0.368 3.925
H 2.697 -0.024 3.941
H 3.703 0.733 2.745
H 5.281 -2.170 2.699
H 4.909 -4.158 1.269
H 2.684 -4.516 0.241
H 0.578 -3.683 -0.420
H -0.013 -2.095 0.090
H -0.142 -3.451 1.189
H -2.706 -0.585 3.243
H -4.434 0.905 2.179
H -3.770 2.309 0.198
H -1.466 0.403 -2.540
H -1.318 0.070 -4.273
H -2.163 1.515 -3.681
H 0.093 1.284 -5.704
H 2.162 2.599 -6.024
H 3.170 3.764 -4.081
H 2.914 4.660 -1.919
H 3.004 3.190 -0.947
H 1.584 4.187 -0.855
C 3.071 -1.778 -2.902
C 3.805 -1.089 -1.951
C 3.137 -0.319 -1.019
N 1.802 -0.214 -1.001
C 1.098 -0.881 -1.916
C 1.691 -1.671 -2.882
H 3.566 -2.387 -3.648
H 4.884 -1.143 -1.918
H 3.663 0.240 -0.255
H 0.026 -0.770 -1.858
H 1.069 -2.184 -3.602
O 2.449 2.664 3.335
S 2.176 2.993 1.961
O 0.692 2.689 1.640
O 2.823 1.945 1.007
O 2.533 4.325 1.558
*
```

***

Below is a single C3H4INOS molecule, with properties calculated with wB97M-V/def2-TZVPD.

Its calculated total energy is -942.498116 Ha. The HOMO energy is -8.2 eV. Its relative energy (zero: lowest compared OMol25 entry of this formula, charge and spin) is 54.23 kcal/mol.

Structure (ORCA input):
```
! RIJCOSX wB97M-V def2-TZVPD def2/J DEFGRID3
* xyz 0 1
C -0.199 1.363 -0.199
C -0.789 -0.842 0.514
C 1.244 -0.294 -0.905
N -1.070 0.597 0.333
O -0.005 2.487 -0.448
S 0.125 -1.599 -0.829
I 2.964 -0.253 0.367
H -0.088 -0.924 1.389
H -1.739 -1.493 0.723
H 1.439 0.235 -1.782
H -1.881 0.723 0.836
*
```

***

Below is a molecular structure, C36H44N5OPtSi, with properties calculated with wB97M-V/def2-TZVPD.

Its calculated total energy is -2155.797220 Ha. The HOMO energy (spin up / spin down) is -10.8 / -10.9 eV.

Structure (ORCA input):
```
! RIJCOSX wB97M-V def2-TZVPD def2/J DEFGRID3
* xyz 1 1
Pt -0.307 0.132 -0.500
C 1.627 -0.474 -0.602
Si 2.448 -0.864 1.014
C 1.244 -0.222 2.310
N -0.152 -0.380 1.807
C -0.625 -1.791 1.860
C -1.893 -1.920 1.048
C -2.976 -0.995 1.629
C -2.492 0.450 1.816
C -1.148 0.468 2.531
C 2.696 -2.705 1.248
C 2.890 -3.225 2.534
C 3.114 -4.583 2.733
C 3.158 -5.449 1.644
C 2.982 -4.953 0.360
C 2.753 -3.593 0.167
C 4.095 -0.036 1.254
C 4.418 0.643 2.431
C 5.692 1.170 2.626
C 6.662 1.025 1.643
C 6.360 0.355 0.462
C 5.088 -0.172 0.273
H 1.599 -1.345 -1.265
H 2.183 0.316 -1.115
H 1.423 0.847 2.478
H 1.362 -0.728 3.280
H -0.819 -2.070 2.903
H 0.157 -2.442 1.483
H -2.246 -2.953 1.014
H -1.564 -1.627 0.026
H -3.251 -1.404 2.606
H -3.872 -0.999 1.012
H -3.226 1.047 2.361
H -2.367 0.928 0.852
H -1.269 0.058 3.539
H -0.751 1.477 2.616
H 2.878 -2.564 3.398
H 3.260 -4.965 3.738
H 3.332 -6.509 1.800
H 3.027 -5.624 -0.493
H 2.618 -3.224 -0.848
H 3.675 0.764 3.216
H 5.926 1.692 3.547
H 7.655 1.432 1.798
H 7.117 0.239 -0.306
H 4.870 -0.707 -0.652
C -3.398 1.828 -3.304
C -2.330 1.521 -2.484
N -2.279 0.384 -1.766
C -3.326 -0.448 -1.822
C -4.445 -0.212 -2.603
C -4.457 0.941 -3.379
C -5.543 -1.202 -2.742
C -6.358 -1.698 -1.822
C -6.465 -1.323 -0.396
C -7.422 -1.928 0.403
C -7.530 -1.492 1.709
N -6.756 -0.521 2.203
C -5.862 -0.014 1.356
N -5.667 -0.366 0.088
H -3.382 2.741 -3.888
H -1.487 2.194 -2.404
H -3.252 -1.367 -1.250
H -5.302 1.143 -4.029
H -5.715 -1.529 -3.765
H -7.095 -2.421 -2.154
H -8.064 -2.710 0.014
H -8.258 -1.923 2.386
H -5.219 0.774 1.744
O 0.378 2.478 -0.529
C 0.826 3.346 -1.269
C 1.660 4.477 -0.734
C 3.012 4.454 -1.493
C 3.499 3.030 -1.875
C 2.990 2.486 -3.229
C 1.491 2.171 -3.270
N 0.732 3.286 -2.648
H 1.809 4.304 0.328
H 1.141 5.433 -0.849
H 3.759 4.923 -0.854
H 2.953 5.070 -2.395
H 3.244 2.327 -1.068
H 4.588 3.046 -1.925
H 3.551 1.582 -3.483
H 3.216 3.224 -4.008
H 1.263 1.271 -2.716
H 1.144 2.032 -4.291
H 1.007 4.165 -3.065
*
```

***

Below is a molecular structure, C33H86N9NaO13, with properties calculated with wB97M-V/def2-TZVPD.

Its calculated total energy is -2941.143797 Ha. The HOMO energy is -7.7 eV. Its relative energy (zero: lowest compared OMol25 entry of this formula, charge and spin) is 552.86 kcal/mol.

Structure (ORCA input):
```
! RIJCOSX wB97M-V def2-TZVPD def2/J DEFGRID3
* xyz 0 1
Na 15.620 -16.481 -19.867
C 13.706 -17.857 -18.771
O 15.072 -17.804 -18.929
H 13.391 -18.896 -18.675
H 13.573 -17.448 -17.770
H 13.176 -17.442 -19.628
C 12.879 -11.440 -20.709
O 13.115 -12.788 -20.976
C 11.875 -13.542 -21.025
C 12.127 -15.026 -21.438
N 13.048 -15.220 -22.587
C 13.484 -16.605 -22.736
C 14.575 -16.960 -21.680
O 15.239 -18.151 -21.939
C 14.556 -19.402 -21.842
H 12.455 -11.019 -21.621
H 13.891 -11.097 -20.493
H 12.327 -11.402 -19.770
H 11.320 -13.064 -21.832
H 11.386 -13.456 -20.055
H 11.148 -15.408 -21.728
H 12.331 -15.646 -20.564
H 13.842 -14.595 -22.589
H 13.739 -16.542 -23.793
H 12.603 -17.233 -22.607
H 14.110 -16.971 -20.694
H 15.394 -16.267 -21.487
H 13.992 -19.572 -20.925
H 15.322 -20.164 -21.696
H 14.083 -19.760 -22.757
C 6.081 -14.516 -18.329
O 7.165 -15.428 -18.090
C 7.540 -15.630 -16.753
C 8.730 -16.601 -16.564
N 9.977 -16.038 -17.132
C 11.205 -16.840 -16.743
C 11.393 -18.301 -17.279
O 10.463 -19.295 -16.750
C 10.571 -19.559 -15.332
H 6.485 -13.550 -18.025
H 5.177 -14.894 -17.852
H 5.845 -14.470 -19.393
H 6.631 -15.829 -16.186
H 7.871 -14.651 -16.405
H 8.482 -17.543 -17.054
H 8.930 -16.799 -15.511
H 10.019 -16.117 -18.138
H 11.478 -16.805 -15.689
H 12.041 -16.461 -17.332
H 12.420 -18.660 -17.217
H 11.134 -18.401 -18.333
H 9.908 -20.380 -15.057
H 10.406 -18.662 -14.734
H 11.452 -20.168 -15.130
C 12.776 -17.298 -14.013
O 13.770 -17.621 -14.957
C 13.511 -18.702 -15.821
C 14.137 -19.889 -15.103
N 15.562 -19.759 -15.398
C 16.386 -20.940 -14.954
C 17.910 -20.634 -15.211
O 18.647 -20.388 -14.042
C 19.786 -19.543 -13.927
H 12.691 -18.023 -13.204
H 11.821 -17.141 -14.515
H 12.933 -16.314 -13.570
H 14.006 -18.593 -16.786
H 12.450 -18.902 -15.968
H 13.776 -20.764 -15.642
H 13.852 -20.001 -14.056
H 15.861 -18.866 -15.035
H 16.057 -21.868 -15.422
H 16.175 -21.158 -13.908
H 18.110 -19.847 -15.938
H 18.339 -21.537 -15.644
H 19.493 -18.493 -13.915
H 20.481 -19.774 -14.734
H 20.401 -19.694 -13.039
C 8.770 -24.175 -23.932
O 9.965 -23.463 -23.618
C 10.474 -22.865 -24.764
C 11.969 -22.481 -24.491
N 12.158 -21.829 -23.250
C 11.458 -20.628 -22.992
C 12.008 -20.009 -21.651
O 11.558 -18.683 -21.508
C 11.622 -18.247 -20.159
H 8.077 -24.296 -23.100
H 8.974 -25.186 -24.285
H 8.025 -23.735 -24.595
H 9.962 -21.939 -25.027
H 10.280 -23.583 -25.561
H 12.191 -21.883 -25.376
H 12.608 -23.363 -24.464
H 11.734 -22.426 -22.555
H 10.408 -20.810 -22.761
H 11.604 -20.046 -23.902
H 13.096 -20.028 -21.586
H 11.716 -20.602 -20.785
H 11.389 -17.182 -20.165
H 12.634 -18.306 -19.759
H 10.862 -18.602 -19.463
C 13.191 -14.446 -18.637
O 14.562 -14.866 -18.708
C 15.557 -13.858 -18.466
C 17.061 -14.348 -18.625
N 17.442 -14.619 -20.013
C 18.794 -15.211 -20.224
C 18.842 -16.718 -20.037
O 17.675 -17.215 -20.776
C 17.798 -18.678 -20.833
H 12.502 -15.255 -18.881
H 12.835 -13.680 -19.325
H 13.004 -14.136 -17.609
H 15.484 -13.714 -17.388
H 15.555 -12.900 -18.986
H 17.269 -15.246 -18.042
H 17.749 -13.687 -18.098
H 17.377 -13.723 -20.474
H 19.491 -14.687 -19.571
H 19.149 -15.067 -21.244
H 18.715 -16.941 -18.977
H 19.797 -17.018 -20.467
H 16.877 -19.117 -21.216
H 17.940 -19.164 -19.868
H 18.667 -19.027 -21.391
C 16.362 -20.330 -18.285
O 17.224 -21.119 -17.921
N 15.390 -19.996 -17.559
N 16.377 -19.614 -19.393
H 15.512 -20.277 -16.596
H 14.764 -19.276 -17.890
H 15.677 -18.923 -19.619
H 17.095 -19.777 -20.086
C 16.898 -17.058 -16.647
O 17.671 -16.274 -16.137
N 17.101 -18.277 -17.001
N 15.589 -16.776 -16.976
H 18.025 -18.686 -16.980
H 16.357 -18.827 -17.406
H 15.149 -15.906 -16.713
H 15.191 -17.375 -17.685
*
```

***

Below is a molecular structure, C4H7KO2, with properties calculated with wB97M-V/def2-TZVPD.

Its calculated total energy is -906.701572 Ha. The HOMO energy (spin up / spin down) is -4.7 / -5.1 eV. Its relative energy (zero: lowest compared OMol25 entry of this formula, charge and spin) is 170.01 kcal/mol.

Structure (ORCA input):
```
! RIJCOSX wB97M-V def2-TZVPD def2/J DEFGRID3
* xyz 0 1
O -0.069 1.102 0.541
K -0.153 3.888 0.383
C 1.184 1.529 0.978
O 2.059 0.635 0.932
C 1.226 -0.988 -0.104
C -0.492 -0.283 0.314
C -1.680 -0.239 -0.627
H 0.897 -1.906 0.415
H 2.089 -1.631 -0.341
H 1.574 -0.427 -0.990
H -0.689 -0.994 1.126
H -1.983 -1.267 -0.876
H -2.528 0.300 -0.180
H -1.434 0.279 -1.571
*
```

***

Below is 2 unconnected molecules or ions with the total composition C4H11N3O, with properties calculated with wB97M-V/def2-TZVPD.

Its calculated total energy is -398.260367 Ha. The HOMO energy (spin up / spin down) is -7.4 / -8.5 eV. Its relative energy (zero: lowest compared OMol25 entry of this formula, charge and spin) is 184.36 kcal/mol.

Structure (ORCA input):
```
! RIJCOSX wB97M-V def2-TZVPD def2/J DEFGRID3
* xyz 0 1
C 2.415 -0.169 0.479
C 1.777 0.965 -0.324
C 1.235 -1.052 0.049
C 0.505 0.127 -0.544
N -2.691 -1.136 -0.104
N -3.450 -0.037 -0.013
N -1.370 1.559 -0.185
O -0.563 0.645 0.355
H 3.340 -0.552 -0.005
H 2.411 0.076 1.648
H 1.576 1.993 0.181
H 2.238 1.042 -1.296
H 1.310 -1.934 -0.698
H 0.686 -1.314 0.991
H 0.351 0.053 -1.620
H -2.589 -1.433 -1.028
H -1.977 -1.343 0.623
H -3.574 0.368 0.909
H -1.630 2.142 0.582
*
```

***

Below is a molecular structure, H6OSi2, with properties calculated with wB97M-V/def2-TZVPD.

Its calculated total energy is -657.739820 Ha. The HOMO energy is -9.6 eV. Its relative energy (zero: lowest compared OMol25 entry of this formula, charge and spin) is 66.34 kcal/mol.

Structure (ORCA input):
```
! RIJCOSX wB97M-V def2-TZVPD def2/J DEFGRID3
* xyz 0 1
O -0.055 0.723 -0.507
Si 0.066 0.671 1.786
Si 0.026 -0.561 -1.445
H 1.307 -0.022 1.719
H -0.065 2.025 1.963
H -1.202 0.119 1.709
H -0.555 -0.276 -2.695
H -0.870 -1.674 -0.917
H 1.348 -1.005 -1.614
*
```

***

Below is a gas-phase ion, C6H12NO (charge +1), with properties calculated with wB97M-V/def2-TZVPD.

Its calculated total energy is -365.419815 Ha. The HOMO energy is -13.0 eV. Its SMILES is CC#COC[NH+](C)C. Its relative energy (zero: lowest compared OMol25 entry of this formula, charge and spin) is 81.29 kcal/mol.

Structure (ORCA input):
```
! RIJCOSX wB97M-V def2-TZVPD def2/J DEFGRID3
* xyz 1 1
C -3.762 1.143 -0.071
C -2.506 0.383 -0.249
C -1.640 -0.456 -0.340
O -0.555 -1.170 -0.460
C 0.419 -1.155 0.588
N 1.406 0.035 0.326
C 2.194 -0.188 -0.905
C 0.716 1.393 0.377
H -3.959 1.480 -1.103
H -4.569 0.455 0.416
H -3.763 2.105 0.537
H 0.018 -0.909 1.666
H 1.142 -2.023 0.427
H 2.114 -0.061 1.069
H 1.555 -0.437 -1.715
H 2.886 0.591 -1.150
H 2.797 -1.092 -0.871
H -0.098 1.539 -0.417
H 0.136 1.371 1.254
H 1.437 2.233 0.099
*
```

***

Below is a single C2H6 molecule, with properties calculated with wB97M-V/def2-TZVPD.

Its calculated total energy is -79.759372 Ha. The HOMO energy is -11.0 eV. Its SMILES is CC. Its relative energy (zero: lowest compared OMol25 entry of this formula, charge and spin) is 20.43 kcal/mol.

Structure (ORCA input):
```
! RIJCOSX wB97M-V def2-TZVPD def2/J DEFGRID3
* xyz 0 1
C -0.805 0.010 -0.032
C 0.769 0.048 0.022
H -1.179 -1.014 -0.181
H -1.132 0.152 1.057
H -1.074 0.748 -0.795
H 1.386 1.095 -0.186
H 0.907 -0.646 -0.839
H 1.127 -0.393 0.955
*
```

***

Below is a single C4H12N4 molecule, with properties calculated with wB97M-V/def2-TZVPD.

Its calculated total energy is -378.632591 Ha. The HOMO energy is -9.0 eV. Its SMILES is [H]/N=C(/N)[C@@H](N)[C@H](C)N. Its relative energy (zero: lowest compared OMol25 entry of this formula, charge and spin) is 3.55 kcal/mol.

Structure (ORCA input):
```
! RIJCOSX wB97M-V def2-TZVPD def2/J DEFGRID3
* xyz 0 1
H -0.636 1.473 -1.667
N -0.454 0.690 -2.299
C -0.044 -0.361 -1.670
N 0.298 -1.451 -2.419
C 0.223 -0.486 -0.080
N 1.675 -0.665 0.053
C -0.377 0.690 0.700
C -0.007 0.539 2.252
N -1.829 0.782 0.609
H 1.075 -1.977 -2.029
H 0.396 -1.227 -3.403
H -0.261 -1.421 0.227
H 2.145 0.210 -0.176
H 1.910 -0.891 1.017
H 0.057 1.638 0.366
H 1.058 0.731 2.413
H -0.560 1.278 2.843
H -0.256 -0.455 2.639
H -2.274 -0.060 0.971
H -2.140 0.963 -0.347
*
```

***

Below is 2 unconnected molecules or ions with the total composition C11H25O, with properties calculated with wB97M-V/def2-TZVPD.

Its calculated total energy is -509.299573 Ha. The HOMO energy (spin up / spin down) is -7.8 / -10.6 eV. Its expectation value of S² is 0.753. Its relative energy (zero: lowest compared OMol25 entry of this formula, charge and spin) is 0.00 kcal/mol.

Structure (ORCA input):
```
! RIJCOSX wB97M-V def2-TZVPD def2/J DEFGRID3
* xyz 0 2
H 0.429 -2.149 1.874
C 2.160 -1.299 2.021
C 3.104 -2.315 2.423
C 2.796 -3.050 3.745
C 2.308 -0.672 0.716
C 1.133 0.219 0.296
C 1.382 0.920 -1.041
C 0.230 1.843 -1.453
C -1.100 1.109 -1.609
C -2.250 2.028 -2.001
C -3.556 1.258 -2.115
C -4.741 2.155 -2.466
H 1.723 -0.699 2.822
H 3.196 -3.058 1.620
H 4.091 -1.834 2.511
H 3.615 -3.741 3.945
H 2.701 -2.336 4.571
H 1.865 -3.632 3.670
H 3.238 -0.087 0.724
H 2.430 -1.468 -0.032
H 0.233 -0.407 0.244
H 0.956 0.980 1.066
H 2.277 1.548 -0.962
H 1.559 0.165 -1.825
H 0.112 2.641 -0.703
H 0.511 2.325 -2.397
H -0.977 0.316 -2.366
H -1.346 0.594 -0.667
H -2.357 2.826 -1.253
H -2.025 2.513 -2.962
H -3.454 0.474 -2.879
H -3.764 0.745 -1.166
H -5.629 1.528 -2.524
H -4.901 2.927 -1.698
H -4.600 2.658 -3.435
O -0.315 -2.455 1.328
H -1.036 -2.571 1.977
*
```

***

Below is a molecular structure, C8H16O2S2, with properties calculated with wB97M-V/def2-TZVPD.

Its calculated total energy is -1261.002325 Ha. The HOMO energy (spin up / spin down) is -8.2 / -8.3 eV. Its relative energy (zero: lowest compared OMol25 entry of this formula, charge and spin) is 176.35 kcal/mol.

Structure (ORCA input):
```
! RIJCOSX wB97M-V def2-TZVPD def2/J DEFGRID3
* xyz 0 1
C 2.546 0.348 1.881
C 2.409 -0.235 0.466
C 1.304 1.144 2.059
C -0.148 -0.442 0.204
C -0.546 -1.492 -2.103
C -1.360 0.704 -1.552
C -2.640 -1.044 -0.372
C -1.244 -0.653 -0.953
O 1.097 -1.900 2.022
O -1.267 1.487 1.787
S 1.169 -1.598 0.558
S -0.198 0.444 1.680
H 2.619 -0.432 2.763
H 3.278 1.163 2.021
H 2.005 0.536 -0.269
H 3.404 -0.594 0.059
H 1.122 1.640 3.041
H 0.558 3.189 -0.514
H 0.031 2.702 0.036
H -0.148 -2.475 -1.823
H 0.341 -0.949 -2.386
H -1.137 -1.526 -2.968
H -0.396 1.142 -1.827
H -2.125 0.684 -2.387
H -1.771 1.308 -0.795
H -2.821 -0.319 0.380
H -2.746 -1.952 0.190
H -3.334 -0.881 -1.197
*
```